The following is a DFT calculation (wB97M-V/def2-TZVPD) of C57H54BaF2N5OPS as an isolated structure at a distorted geometry.

Values from the calculation:
Total charge   0
Energy   -3518.1909 hartree
Spin multiplicity   1
Lowest unoccupied orbital energy   0.38 eV
Frontier orbital gap   6.17 eV
Energy relative to the best compared isomer or geometry (same formula, charge and spin)   38.1 kcal per mole

Geometry as XYZ:
```
122
Properties=species:S:1:pos:R:3:forces:R:3
Ba -0.134 0.937 -0.135 2.929 -1.491 -0.149
C 0.642 -2.275 3.225 -0.015 0.134 0.132
C 0.004 -1.046 3.894 -0.069 0.012 0.176
C -1.494 -1.072 3.799 -0.048 0.001 -0.006
C -2.292 -1.166 4.936 -0.024 -0.025 -0.010
C -3.668 -1.238 4.795 -0.014 -0.013 -0.087
C -4.207 -1.230 3.517 0.037 0.005 0.081
C -3.336 -1.135 2.443 -0.096 0.107 -0.107
N -2.015 -1.044 2.568 0.034 0.104 0.025
N 1.119 -2.008 1.873 0.229 -0.109 -0.191
C 2.545 -1.704 1.844 -0.009 -0.045 0.068
C 2.871 -0.460 2.622 0.180 -0.009 -0.011
C 3.814 -0.468 3.640 -0.056 0.000 -0.014
C 4.090 0.718 4.303 -0.026 0.052 0.023
C 3.410 1.863 3.925 0.042 -0.108 0.045
C 2.486 1.774 2.892 0.136 0.099 0.028
N 2.222 0.642 2.248 0.015 0.087 -0.066
C 0.821 -3.103 0.966 -0.031 0.114 -0.097
C -0.621 -3.081 0.553 -0.118 -0.353 -0.270
C -1.548 -3.970 1.075 -0.021 -0.069 -0.048
C -2.853 -3.935 0.608 0.018 -0.054 0.026
C -3.183 -3.017 -0.371 0.011 -0.054 -0.045
C -2.188 -2.171 -0.838 0.112 0.055 -0.094
N -0.935 -2.195 -0.394 -0.152 0.194 0.080
H -0.096 -3.080 3.188 0.015 0.052 0.007
H 1.470 -2.641 3.850 0.007 -0.022 -0.025
H 0.378 -0.142 3.412 -0.038 -0.078 0.050
H 0.299 -1.012 4.945 -0.018 0.053 0.024
H -1.834 -1.186 5.917 0.011 0.017 -0.002
H -4.307 -1.307 5.666 -0.006 0.006 0.004
H -5.274 -1.289 3.349 -0.019 -0.002 -0.002
H -3.716 -1.133 1.424 0.046 0.113 0.128
H 2.839 -1.539 0.805 -0.021 -0.014 -0.049
H 3.147 -2.543 2.234 -0.021 -0.008 -0.014
H 4.318 -1.388 3.906 -0.005 -0.003 -0.013
H 4.819 0.744 5.103 0.005 -0.002 0.001
H 3.586 2.810 4.418 -0.006 0.011 -0.020
H 1.927 2.638 2.557 0.020 -0.022 -0.014
H 1.091 -4.091 1.378 0.014 0.025 0.059
H 1.407 -2.945 0.061 -0.048 -0.002 -0.004
H -1.247 -4.687 1.829 0.006 -0.008 -0.005
H -3.596 -4.618 1.001 -0.003 0.000 0.009
H -4.186 -2.956 -0.770 -0.005 0.003 -0.032
H -2.399 -1.445 -1.617 -0.018 0.034 0.020
F -2.029 5.211 3.361 0.001 0.006 0.001
C -1.108 4.908 2.408 0.004 -0.003 -0.045
C -0.719 3.599 2.217 0.059 0.073 0.030
C 0.219 3.233 1.242 -0.155 0.842 0.392
C 0.824 4.292 0.515 -0.017 -0.070 -0.022
C 0.346 5.591 0.695 0.040 -0.007 -0.034
F 0.800 6.632 -0.058 0.008 -0.001 0.026
C -0.619 5.932 1.625 -0.018 0.028 -0.010
C 2.040 3.973 -0.303 -0.008 0.008 0.002
C 2.847 4.930 -0.930 0.000 -0.014 0.001
C 4.042 4.545 -1.512 -0.017 -0.009 0.004
C 4.430 3.217 -1.469 0.013 0.028 -0.002
C 3.560 2.327 -0.865 -0.023 -0.053 0.001
N 2.405 2.679 -0.315 -0.187 -0.018 -0.018
H -1.173 2.845 2.856 -0.061 0.026 0.022
H -0.949 6.954 1.734 0.012 0.001 0.010
H 2.556 5.966 -0.953 -0.006 0.003 0.011
H 4.671 5.289 -1.987 -0.002 -0.003 -0.003
H 5.364 2.877 -1.895 -0.007 -0.010 -0.006
H 3.798 1.267 -0.823 0.003 0.008 -0.014
C -1.037 -4.250 -3.943 -0.002 0.003 0.024
C -0.089 -4.802 -3.096 -0.026 0.009 0.011
C 0.970 -4.032 -2.634 0.070 -0.007 -0.101
C 1.110 -2.700 -3.019 -0.046 -0.041 0.159
C 0.149 -2.156 -3.874 -0.024 0.036 0.016
C -0.909 -2.924 -4.334 0.005 0.003 0.003
P 2.301 -1.525 -2.253 0.085 0.133 -0.178
C 3.887 -2.445 -2.020 -0.023 0.049 0.076
C 5.085 -1.956 -2.545 0.004 -0.024 -0.005
C 6.300 -2.557 -2.244 -0.008 0.005 0.005
C 6.350 -3.660 -1.406 -0.001 -0.006 -0.007
C 5.174 -4.142 -0.852 0.017 -0.013 0.006
C 3.964 -3.531 -1.142 -0.045 0.016 -0.004
C 2.697 -0.490 -3.710 -0.033 -0.041 -0.009
C 2.482 0.880 -3.643 0.035 -0.053 0.028
C 2.758 1.693 -4.737 -0.006 0.003 -0.007
C 3.251 1.137 -5.903 -0.014 0.015 0.010
C 3.454 -0.239 -5.988 0.015 -0.003 -0.011
C 3.171 -1.047 -4.903 -0.023 0.018 -0.015
H -1.870 -4.846 -4.293 0.009 -0.005 -0.013
H -0.173 -5.836 -2.785 0.008 -0.002 -0.004
H 1.696 -4.497 -1.983 0.024 -0.010 0.024
H 0.216 -1.117 -4.173 -0.007 -0.001 0.013
H -1.639 -2.479 -4.999 -0.002 0.008 0.007
H 5.077 -1.096 -3.199 -0.001 0.010 -0.002
H 7.211 -2.156 -2.670 -0.003 -0.003 -0.007
H 7.297 -4.132 -1.179 -0.001 0.003 0.006
H 5.199 -4.991 -0.180 -0.011 0.001 0.001
H 3.074 -3.907 -0.655 0.022 -0.003 0.000
H 2.055 1.316 -2.749 0.007 0.011 -0.041
H 2.569 2.757 -4.671 -0.001 0.002 0.006
H 3.465 1.767 -6.757 0.004 -0.001 0.000
H 3.831 -0.677 -6.904 -0.018 -0.001 -0.005
H 3.314 -2.119 -4.976 0.016 -0.001 0.007
C -8.961 1.294 1.355 0.014 -0.007 0.000
C -7.481 1.503 1.184 -0.015 -0.004 0.005
C -6.792 0.896 0.136 0.006 -0.010 0.011
C -5.423 1.062 -0.012 -0.017 -0.006 0.025
C -4.741 1.853 0.898 0.038 -0.070 0.009
C -5.399 2.458 1.957 0.016 0.030 -0.020
C -6.767 2.286 2.088 0.014 0.007 -0.001
S -2.974 2.055 0.741 -0.984 0.186 0.105
C -2.993 3.441 -0.397 0.052 -0.026 0.025
O -2.506 0.879 -0.080 -1.726 0.042 0.041
H -9.422 0.969 0.423 -0.008 0.005 0.001
H -9.453 2.209 1.682 -0.001 0.001 -0.003
H -9.157 0.528 2.108 -0.003 0.001 0.001
H -7.334 0.283 -0.574 -0.006 0.001 -0.002
H -4.878 0.581 -0.815 0.011 -0.004 -0.004
H -4.847 3.061 2.670 0.001 -0.019 0.009
H -7.287 2.760 2.912 -0.012 0.002 -0.008
H -3.464 3.105 -1.320 0.001 0.021 -0.006
H -1.959 3.738 -0.578 0.003 -0.006 0.006
H -3.546 4.255 0.069 0.022 0.020 0.005
C -0.553 1.761 -2.759 0.005 0.054 -0.038
H -0.058 2.721 -2.989 -0.009 -0.004 -0.060
H -1.632 1.926 -2.917 -0.009 0.018 0.001
H -0.240 1.064 -3.549 -0.038 0.038 -0.053
```
Forces are in eV/Å.